15
Properties=species:S:1:pos:R:3 method="wB97M-V/def2-TZVPD" gap_ev=8.93 e_above_lowest_kcal_mol=88.0 e_homo_ev=-13.0 total_charge=+1
Br -3.6259 0.1096 -0.0823
N -1.7769 -0.1788 0.4609
C -1.1436 -1.3558 0.1465
C 0.1682 -1.4478 -0.0797
C 1.1712 -0.3613 -0.0692
N 0.3912 0.9365 0.2731
C -0.8579 0.8864 -0.3293
H -1.5908 -2.3013 0.2214
H 0.6016 -2.5006 -0.1532
H 2.0306 -0.6784 0.6282
H 1.4965 -0.1641 -1.0211
H 0.4334 0.9372 1.3872
H 0.8685 1.7755 -0.0679
H -0.8362 0.6358 -1.3667
H -1.4309 1.7858 -0.2718

15
Properties=species:S:1:pos:R:3 method="wB97M-V/def2-TZVPD" gap_ev=10.44 e_above_lowest_kcal_mol=31.7 e_homo_ev=-14.5 total_charge=+1
C -1.3614 -0.7132 0.0301
C 0.1023 -0.7218 -0.3576
Br 0.4027 -2.3662 -1.4999
C 0.6468 0.5464 -1.0068
N 1.2204 1.2517 0.1120
C 1.4102 0.4060 1.1048
N 0.8753 -0.7420 0.8325
H -1.5950 -1.6679 0.6085
H -2.0544 -0.6129 -0.8623
H -1.5740 0.0811 0.6496
H 1.5776 0.3895 -1.7696
H -0.2515 1.0349 -1.6624
H 1.6917 2.1719 0.2056
H 2.0028 0.7057 1.9750
H 1.1677 -1.6168 1.1503

20
Properties=species:S:1:pos:R:3 method="wB97M-V/def2-TZVPD" gap_ev=7.65 e_above_lowest_kcal_mol=53.3 e_homo_ev=-4.3 total_charge=-1
C 0.0093 -3.1673 -0.5461
C 3.4736 1.7062 1.1598
C 2.4818 0.8238 1.3753
C -0.5178 0.8061 -0.1106
N -1.5704 0.8090 0.8576
N -2.6791 -0.0892 -1.6551
O 0.9355 -2.6287 -0.0580
O -0.7458 -3.9233 -1.0054
O -0.4322 -1.0818 -2.3058
O -1.4236 -1.5704 -0.1180
S -1.1171 -0.5520 -1.1351
Br -0.8350 2.5615 -1.3361
H 4.1506 1.8288 2.0222
H 3.8181 2.1613 0.2633
H 2.2528 0.4353 2.3288
H 1.6558 0.5614 0.5953
H -1.1203 0.7355 1.7525
H -2.2734 0.0702 0.7074
H -3.4542 -0.3464 -1.0142
H -2.6085 0.8600 -1.7778

13
Properties=species:S:1:pos:R:3 method="wB97M-V/def2-TZVPD" multiplicity=2 gap_ev="9.42 / 10.17" s_squared=0.753 e_above_lowest_kcal_mol=49.9 e_homo_ev="-9.0 / -10.4"
Cl 3.4740 0.0682 3.1423
H 3.0418 1.0208 2.2213
C -0.5762 -1.2802 0.1166
C 0.0726 -0.6838 -1.2224
C -0.8817 0.5670 -1.0485
C -1.2680 0.0936 0.4286
H 0.2122 -1.4737 0.9275
H 1.0187 -0.1868 -1.1219
H 0.1003 -1.1190 -2.2319
H -0.4643 1.5819 -1.2143
H -1.7513 0.4057 -1.6572
H -2.3293 0.2583 0.6366
H -0.6487 0.7481 1.0232